Entry 1:
This record from OMol25 describes the ion C2H5N2O with charge +1. The level of theory is ωB97M-V with the def2-TZVPD basis set.

Results
net charge = +1
largest force on an atom = 7.5 eV/A
SMILES = C[N+](N)=C=O
multiplicity = 1
electronic energy = -263.54145 hartree
frontier orbital gap = 0.38298 hartree

Last column: Mulliken charge in e.
Positions of all 10 atoms, in Å:
C  -1.710  0.312  -0.014  0.63
C  0.216  -0.918  -0.263  -0.97
N  -0.371  0.446  -0.047  0.07
N  1.057  1.203  -0.066  -0.40
O  -2.812  0.147  -0.025  -0.08
H  0.973  -1.219  0.517  0.35
H  -0.495  -1.754  0.005  0.35
H  0.742  -1.013  -1.178  0.36
H  0.848  2.137  0.318  0.32
H  1.552  0.660  0.752  0.36

Cartesian forces (eV/Å) of the 3 atoms listed first:
7.06 2.39 0.13
-0.61 -2.76 2.49
-1.05 -2.79 -0.10

***

Entry 2:
This record from OMol25 describes the ion H2NO4S with charge -1. The level of theory is ωB97M-V with the def2-TZVPD basis set.

Results
net charge = -1
largest force on an atom = 3.5 eV/A
SMILES = O=S(=O)([O-])NO
multiplicity = 1
electronic energy = -755.11077 hartree
frontier orbital gap = 0.32832 hartree

Last column: Mulliken charge in e.
Positions of all 8 atoms, in Å:
N  0.133  -0.418  -0.272  -0.40
O  -2.396  -0.182  0.505  -0.59
O  -1.110  1.796  0.133  -0.69
O  -1.897  0.534  -1.792  -0.63
O  0.321  -0.180  1.186  -0.46
S  -1.571  0.553  -0.400  1.16
H  -0.171  -1.392  -0.099  0.27
H  0.144  0.748  1.343  0.33

Cartesian forces (eV/Å) of the 3 atoms listed first:
-2.26 0.90 1.58
-1.33 -0.72 0.35
0.31 1.78 0.31

***

Entry 3:
This record from OMol25 describes a cluster of 2 separate species, C9H13NO in total. The level of theory is ωB97M-V with the def2-TZVPD basis set.

Results
largest force on an atom = 5.9 eV/A
SMILES = CNC(C)=O.c1ccccc1
multiplicity = 1
electronic energy = -480.69206 hartree
frontier orbital gap = 0.37524 hartree

Last column: Mulliken charge in e.
Positions of all 24 atoms, in Å:
C  2.177  0.060  0.286  -0.17
C  2.070  -1.316  0.123  -0.55
C  1.681  -1.704  -1.207  -0.34
C  1.484  -0.692  -2.196  -0.40
C  1.651  0.663  -1.955  -0.21
C  2.060  1.091  -0.665  -0.52
C  -1.049  1.671  1.905  -0.83
C  -2.124  0.717  1.267  0.66
C  -2.145  -1.092  -0.246  -0.92
H  2.329  0.278  1.365  0.25
H  2.264  -2.029  0.831  0.52
H  1.620  -2.789  -1.419  0.34
H  1.265  -0.943  -3.243  0.34
H  1.665  1.336  -2.865  0.31
H  2.424  2.045  -0.305  0.42
H  -0.245  1.815  1.264  0.21
H  -0.633  1.022  2.812  0.19
H  -1.627  2.545  2.368  0.32
H  -0.650  0.240  -0.038  0.11
H  -3.245  -0.916  0.027  0.30
H  -2.105  -1.193  -1.354  0.31
H  -1.836  -2.129  0.125  0.25
N  -1.514  0.010  0.278  0.02
O  -3.181  0.533  1.828  -0.61

Cartesian forces (eV/Å) of the 3 atoms listed first:
0.24 0.13 2.59
-1.61 1.84 -5.39
0.54 0.59 0.71

***

Entry 4:
This record from OMol25 describes a cluster of 2 separate species, C21H31N2O2 in total. The level of theory is ωB97M-V with the def2-TZVPD basis set.

Results
net charge = +1
largest force on an atom = 1.9 eV/A
multiplicity = 1
electronic energy = -1078.55614 hartree
frontier orbital gap = 0.26325 hartree

Last column: Mulliken charge in e.
Positions of all 56 atoms, in Å:
C  -3.552  1.802  3.140  -1.02
C  -4.540  2.397  2.092  -0.14
C  -4.021  3.721  1.499  -1.07
C  -3.064  3.486  0.299  -0.24
C  -3.718  2.713  -0.857  -0.71
O  -3.429  1.290  -0.879  -0.39
C  -2.137  1.011  -1.024  0.09
O  -1.295  1.694  -1.564  -0.56
C  -1.714  -0.323  -0.422  1.12
C  -2.549  -0.907  0.540  -0.76
C  -2.182  -2.095  1.078  -0.88
N  -1.049  -2.695  0.674  0.12
C  -0.252  -2.165  -0.256  0.19
C  0.969  -2.973  -0.631  -1.26
C  1.964  -3.142  0.555  -0.88
C  3.396  -3.348  -0.029  0.47
C  4.262  -4.212  0.927  -1.47
C  4.016  -1.928  -0.167  -1.27
C  -0.552  -0.951  -0.819  -0.19
H  -4.155  1.399  3.962  0.36
H  -2.831  2.539  3.506  0.33
H  -2.986  0.944  2.747  0.14
H  -4.762  1.652  1.318  0.20
H  -5.479  2.607  2.619  0.37
H  -3.432  4.277  2.241  0.43
H  -4.835  4.386  1.181  0.36
H  -2.788  4.472  -0.096  0.30
H  -2.142  3.033  0.686  0.32
H  -4.803  2.787  -0.721  0.44
H  -3.517  3.164  -1.833  0.40
H  -3.463  -0.392  0.809  0.76
H  -2.805  -2.567  1.832  0.40
H  -0.797  -3.586  1.088  0.31
H  1.427  -2.603  -1.550  0.55
H  0.578  -3.978  -0.863  0.41
H  1.985  -2.198  1.116  0.37
H  1.701  -4.004  1.178  0.56
H  3.360  -3.864  -0.998  0.44
H  3.823  -4.254  1.932  0.37
H  4.380  -5.245  0.580  0.34
H  5.272  -3.791  0.995  0.36
H  3.337  -1.312  -0.773  0.06
H  5.021  -1.975  -0.593  0.47
H  4.061  -1.524  0.853  0.39
H  0.107  -0.494  -1.553  0.44
N  4.292  1.499  -1.198  -0.55
C  4.410  1.339  -2.517  -0.29
C  3.340  1.383  -3.399  -0.45
C  2.073  1.603  -2.882  -0.25
C  1.928  1.771  -1.514  -0.09
C  3.066  1.712  -0.721  -0.53
H  5.419  1.166  -2.875  0.37
H  3.496  1.249  -4.460  0.41
H  1.210  1.645  -3.536  0.46
H  0.958  1.945  -1.073  0.55
H  3.002  1.841  0.355  0.38

Cartesian forces (eV/Å) of the 3 atoms listed first:
-0.50 -0.51 -0.40
0.32 0.55 0.82
0.43 -0.40 -0.71

***

Entry 5:
This record from OMol25 describes a cluster of 2 separate species, C6H11N in total. The level of theory is ωB97M-V with the def2-TZVPD basis set.

Results
largest force on an atom = 0.7 eV/A
SMILES = CC=C=N.C=CC
multiplicity = 1
electronic energy = -289.85381 hartree
frontier orbital gap = 0.36062 hartree

Last column: Mulliken charge in e.
Positions of all 18 atoms, in Å:
C  -0.354  2.087  -1.623  -1.06
C  -0.153  0.618  -1.292  0.12
C  -0.907  -0.016  -0.312  -0.87
C  0.332  -0.672  1.507  -0.16
C  0.133  -2.170  1.576  -1.13
C  1.441  -0.120  0.960  0.36
N  2.076  0.471  0.128  -0.72
H  0.588  2.611  -1.819  0.32
H  -0.979  2.192  -2.518  0.31
H  -0.862  2.609  -0.804  0.32
H  0.167  -0.007  -2.128  0.34
H  1.176  0.646  -0.672  0.20
H  -1.570  0.574  0.319  0.25
H  -1.166  -1.066  -0.405  0.37
H  -0.140  -0.084  2.293  0.34
H  -0.923  -2.397  1.759  0.33
H  0.429  -2.656  0.641  0.33
H  0.712  -2.621  2.390  0.33

Cartesian forces (eV/Å) of the 3 atoms listed first:
0.01 0.08 0.03
-0.36 -0.14 0.01
0.01 0.09 -0.25

***

Entry 6:
This record from OMol25 describes a cluster of 2 separate species, C13H16N4O3S in total. The level of theory is ωB97M-V with the def2-TZVPD basis set.

Results
largest force on an atom = 2.4 eV/A
SMILES = Cc1ccc(S(=O)(=O)N=C=O)cc1.C1CN2CCNC2=N1
multiplicity = 1
electronic energy = -1347.86473 hartree
frontier orbital gap = 0.29085 hartree

Last column: Mulliken charge in e.
Positions of all 37 atoms, in Å:
C  -6.118  1.722  -1.538  -1.34
C  -4.638  1.728  -1.793  0.92
C  -3.954  0.516  -1.914  -0.60
C  -2.591  0.491  -2.173  -0.52
C  -1.889  1.692  -2.248  0.28
S  -0.149  1.643  -2.645  1.21
N  0.684  1.349  -0.997  -0.45
C  1.876  1.310  -0.733  0.82
O  3.038  1.348  -0.506  -0.49
O  0.084  0.442  -3.402  -0.60
O  0.224  2.949  -3.115  -0.60
C  -2.559  2.916  -2.179  -0.41
C  -3.926  2.926  -1.921  -0.66
H  -6.507  2.741  -1.469  0.36
H  -6.665  1.204  -2.338  0.32
H  -6.353  1.202  -0.601  0.32
H  -4.508  -0.418  -1.816  0.36
H  -2.075  -0.455  -2.325  0.41
H  -2.020  3.847  -2.334  0.43
H  -4.462  3.870  -1.827  0.29
C  0.991  -1.078  1.966  -0.59
C  1.501  -2.272  2.787  -0.49
N  2.929  -2.152  2.577  0.15
C  4.070  -2.992  2.828  -0.48
C  5.200  -2.266  2.068  -0.48
N  4.528  -1.155  1.425  -0.14
C  3.196  -1.158  1.681  0.03
N  2.141  -0.511  1.240  -0.37
H  0.208  -1.339  1.244  0.30
H  0.606  -0.298  2.637  0.27
H  1.243  -2.148  3.845  0.25
H  1.103  -3.217  2.402  0.27
H  4.287  -3.062  3.901  0.26
H  3.938  -4.014  2.436  0.24
H  5.967  -1.910  2.768  0.28
H  5.669  -2.924  1.325  0.28
H  4.933  -0.525  0.743  0.20

Cartesian forces (eV/Å) of the 3 atoms listed first:
-0.24 0.06 0.09
0.20 0.03 0.04
0.08 0.06 -0.13

***

Entry 7:
This record from OMol25 describes a structure of composition C15H25N5O5Yb. The level of theory is ωB97M-V with the def2-TZVPD basis set.

Results
net charge = +1
largest force on an atom = 3.5 eV/A
multiplicity = 2
electronic energy = -2394.88187 hartree
frontier orbital gap (spin up / spin down) = 0.12056 / 0.12049 hartree

Last column: Löwdin spin population.
Positions of all 51 atoms, in Å:
O  -0.517  4.163  1.092  0.00
H  0.436  4.352  1.059  0.00
Yb  0.019  0.245  0.208  1.01
N  -0.966  -0.171  -1.846  0.00
N  1.345  -1.255  -1.075  0.00
O  -2.217  0.303  -2.329  0.00
O  2.684  -1.746  -0.927  0.00
C  -0.406  -1.065  -2.666  0.00
C  0.851  -1.658  -2.250  0.00
C  -1.033  -1.437  -3.959  0.00
C  1.646  -2.559  -3.127  0.00
H  -1.823  -0.732  -4.218  0.00
H  -1.487  -2.435  -3.893  0.00
H  -0.283  -1.452  -4.759  0.00
H  2.411  -3.071  -2.542  0.00
H  2.166  -1.972  -3.897  0.00
H  1.025  -3.303  -3.638  0.00
H  -2.445  1.084  -1.774  0.00
H  3.006  -1.376  -0.084  0.00
O  -1.214  -1.856  0.523  0.00
H  -2.161  -1.988  0.361  0.00
H  -0.717  -2.564  0.121  0.00
C  1.457  2.020  -0.689  0.00
H  1.238  3.088  -0.596  0.00
H  1.459  1.709  -1.751  0.00
H  2.453  1.784  -0.274  0.00
O  -2.473  3.235  -0.980  0.00
H  -2.380  4.034  -0.422  0.00
H  -1.737  3.333  -1.610  0.00
N  0.754  0.904  3.598  0.00
C  -0.484  1.477  3.284  0.00
C  -1.032  2.443  4.162  0.00
C  -2.177  3.114  3.746  0.00
C  -2.709  2.880  2.472  0.00
C  -2.097  1.920  1.668  0.00
N  -1.063  1.182  2.122  0.00
C  1.274  -0.384  3.357  0.00
C  1.960  -1.018  4.428  0.00
C  2.434  -2.312  4.241  0.00
C  2.231  -2.927  3.004  0.00
C  1.628  -2.208  1.982  0.00
N  1.153  -0.945  2.149  0.00
H  1.134  1.321  4.443  0.00
H  -0.516  2.631  5.103  0.00
H  -2.617  3.882  4.378  0.00
H  -3.534  3.464  2.056  0.00
H  -2.424  1.746  0.631  0.00
H  2.049  -0.470  5.368  0.00
H  2.953  -2.828  5.052  0.00
H  2.557  -3.950  2.810  0.00
H  1.512  -2.636  0.989  0.00

Cartesian forces (eV/Å) of the 3 atoms listed first:
0.01 -0.52 -0.07
-0.52 0.07 -0.04
0.67 2.25 2.02

***

Entry 8:
This record from OMol25 describes a cluster of 2 separate species, CH2Cl2N2 in total. The level of theory is ωB97M-V with the def2-TZVPD basis set.

Results
largest force on an atom = 3.1 eV/A
multiplicity = 1
electronic energy = -1068.95924 hartree
frontier orbital gap (spin up / spin down) = 0.20635 / 0.20637 hartree

Last column: Mulliken charge in e.
Positions of all 7 atoms, in Å:
C  -0.084  0.384  0.867  0.44
N  1.021  0.792  0.915  -0.13
N  -0.412  -0.683  -1.597  -0.58
Cl  -1.613  0.105  1.230  -0.03
Cl  1.840  1.948  1.973  -0.03
H  -1.178  -1.435  -1.433  0.18
H  0.426  -1.111  -1.954  0.16

Cartesian forces (eV/Å) of the 3 atoms listed first:
-0.19 -1.59 -2.68
1.92 0.98 0.18
-2.13 0.35 1.80